(1)
Entry from the Open Molecules 2025 dataset: a molecular structure, C28H41N3PmSi2 in a non-equilibrium geometry (ωB97M-V with the def2-TZVPD basis set).

Geometry as ORCA input:
```
! RIJCOSX wB97M-V def2-TZVPD def2/J DEFGRID3
* xyz 1 5
Pm -0.6563 0.7489 0.8036
C 1.8659 0.9439 0.6933
Si 2.1872 -0.0568 -0.8064
C 0.8341 0.2441 -2.1417
N -0.5990 0.2018 -1.7596
C -1.3961 1.2688 -2.3827
C -1.6026 1.0153 -3.8735
C -2.3244 -0.3350 -4.1243
C -1.5623 -1.4551 -3.4289
C -1.2444 -1.1123 -1.9565
C 2.0750 -1.9081 -0.4088
C 1.9604 -2.3696 0.8886
C 1.9705 -3.7434 1.1608
C 2.1052 -4.6812 0.1093
C 2.1496 -4.2027 -1.1996
C 2.1343 -2.8220 -1.4808
C 3.8133 0.2851 -1.7020
C 3.9137 1.4039 -2.5467
C 5.0543 1.5345 -3.3570
C 6.1275 0.6417 -3.2612
C 6.0088 -0.4322 -2.3586
C 4.8473 -0.6398 -1.6077
H 2.2691 1.9720 0.5780
H 2.2892 0.4257 1.5861
H 1.0154 -0.4839 -2.9595
H 1.0121 1.2233 -2.5638
H -0.9449 2.2531 -2.2244
H -2.3782 1.2258 -1.8741
H -0.6147 1.0379 -4.4265
H -2.1897 1.8643 -4.2988
H -2.4210 -0.5995 -5.2099
H -3.3764 -0.3525 -3.7363
H -0.6301 -1.7228 -3.9731
H -2.1310 -2.4169 -3.4627
H -0.6224 -1.8827 -1.5012
H -2.2321 -1.0818 -1.4589
H 1.9989 -1.6550 1.7254
H 1.8427 -4.0390 2.2096
H 2.1232 -5.7362 0.3663
H 2.2149 -4.8539 -2.0555
H 2.2160 -2.5116 -2.5014
H 3.1019 2.1098 -2.5721
H 5.0944 2.3866 -4.0789
H 7.0499 0.7280 -3.8273
H 6.8341 -1.1424 -2.1944
H 4.7718 -1.5048 -0.9342
N -2.6651 -3.9063 4.8633
C -2.1329 -2.9315 4.0794
C -1.8414 -1.6364 4.5995
C -1.2114 -0.6992 3.8310
N -0.9122 -0.9448 2.5298
C -1.1662 -2.1698 2.0033
C -1.8132 -3.1501 2.7024
H -3.0866 -3.6471 5.7527
H -2.9711 -4.7842 4.4736
H -2.0418 -1.3774 5.6376
H -0.9721 0.2846 4.2143
H -0.7945 -2.3334 1.0245
H -1.9699 -4.1290 2.2102
C -4.0844 4.8031 2.1868
Si -2.5372 3.6853 2.1511
C -1.9650 3.3198 3.9256
C -1.1327 4.7130 1.3506
C -2.7750 2.0095 1.2797
H -3.8117 5.8615 2.3082
H -4.7826 4.5553 3.0217
H -4.6801 4.7899 1.2680
H -2.0994 4.1758 4.5938
H -0.8893 3.0770 3.9117
H -2.5262 2.4449 4.3174
H -0.6432 5.3287 2.1321
H -1.5456 5.3779 0.5776
H -0.3221 4.1132 0.9135
H -3.3316 2.1125 0.3192
H -3.2508 1.2839 1.9489
*
```

## Properties
LUMO level (spin up / spin down) (eV): -2.70 / -2.63
Energy above the lowest of the compared OMol25 structures with the same formula, charge and spin (kJ/mol): 0.00
⟨S²⟩: 6.01
Energy (eV): -66477.038

(2)
Entry from the Open Molecules 2025 dataset: a gas-phase ion, C28H41N6O (charge +1) in a non-equilibrium geometry (ωB97M-V with the def2-TZVPD basis set).

Geometry as ORCA input:
```
! RIJCOSX wB97M-V def2-TZVPD def2/J DEFGRID3
* xyz 1 1
C -2.5135 -4.3816 -1.1648
C -3.7955 -3.6083 -1.4651
C -4.9368 -3.8878 -0.4767
C -5.0291 -2.9126 0.6891
N -3.7906 -2.9182 1.5231
C -2.8009 -1.8695 1.1795
N -1.5536 -2.2774 1.2689
C -0.5969 -1.3863 1.0119
C -0.9321 -0.0827 0.6768
C -0.2559 1.1222 0.3159
C 1.1813 1.3554 0.2775
C 2.0348 0.7211 1.1804
C 3.3925 0.9617 1.1476
C 3.9379 1.8358 0.2132
C 5.4191 2.0895 0.2101
N 6.1555 0.8516 0.3857
C 6.0589 -0.0086 -0.7799
C 6.7223 -1.3568 -0.4708
N 8.1034 -1.2306 -0.0584
C 9.0376 -0.9976 -1.1373
C 8.2014 -0.2913 1.0385
C 7.5480 1.0641 0.7359
C 3.0896 2.4666 -0.6873
C 1.7282 2.2348 -0.6551
C -1.2480 2.0236 0.0213
N -2.4970 1.4741 0.1798
C -3.7557 2.1536 -0.0577
C -4.5966 2.1875 1.2215
C -5.9308 2.8789 0.9627
C -6.7018 2.1609 -0.1516
O -7.9768 2.7087 -0.3565
C -5.8577 2.1589 -1.4322
C -4.5220 1.4648 -1.1913
C -2.3378 0.2036 0.5795
N -3.2875 -0.6998 0.8463
H -2.0034 -4.0282 -0.2707
H -2.7257 -5.4427 -1.0558
H -1.8195 -4.2685 -1.9936
H -3.5867 -2.5372 -1.4965
H -4.1307 -3.8978 -2.4611
H -4.8496 -4.9085 -0.0977
H -5.8900 -3.8246 -1.0030
H -5.1628 -1.8889 0.3334
H -5.8780 -3.1786 1.3205
H -4.0366 -2.8031 2.5119
H -3.2918 -3.8148 1.4210
H 0.4163 -1.7531 1.0669
H 1.6247 0.0636 1.9324
H 4.0537 0.4713 1.8447
H 5.7094 2.6202 -0.7149
H 5.6601 2.7429 1.0562
H 5.0027 -0.1645 -1.0129
H 6.5393 0.4532 -1.6619
H 6.6674 -2.0086 -1.3445
H 6.1779 -1.8280 0.3533
H 10.0481 -1.0157 -0.7313
H 8.9428 -1.8065 -1.8606
H 8.8944 -0.0443 -1.6643
H 9.2523 -0.1489 1.2948
H 7.6888 -0.7376 1.8958
H 7.5941 1.6939 1.6272
H 8.0991 1.5744 -0.0742
H 3.4973 3.1459 -1.4217
H 1.0839 2.7213 -1.3719
H -1.1488 3.0482 -0.2800
H -3.5108 3.1780 -0.3571
H -4.7732 1.1636 1.5547
H -4.0482 2.7130 2.0058
H -6.5316 2.8832 1.8727
H -5.7601 3.9180 0.6690
H -6.8975 1.1261 0.1539
H -7.8913 3.6309 -0.6251
H -6.4057 1.6497 -2.2258
H -5.6875 3.1905 -1.7513
H -4.6961 0.4234 -0.9157
H -3.9210 1.4808 -2.1029
*
```

## Properties
SMILES: CCCC[NH2+]c1ncc2c(-c3ccc(CN4CCN(C)CC4)cc3)cn([C@H]3CC[C@H](O)CC3)c2n1
LUMO level (eV): -2.91
Energy above the lowest of the compared OMol25 structures with the same formula, charge and spin (kJ/mol): 65.54
Energy (eV): -40684.536

(3)
Entry from the Open Molecules 2025 dataset: 4 unconnected molecules or ions with the total composition C28H42B2BrF3N2O17PS in a non-equilibrium geometry (ωB97M-V with the def2-TZVPD basis set).

Geometry as ORCA input:
```
! RIJCOSX wB97M-V def2-TZVPD def2/J DEFGRID3
* xyz 1 1
C -5.0074 1.0320 -3.4175
B -3.6361 1.7690 -3.6556
O -3.5582 2.7580 -4.5566
C -2.3156 1.4157 -2.7892
C -2.3752 1.7743 -1.4192
C -3.6166 2.4814 -0.9253
O -3.6190 3.6526 -0.9830
O -4.6491 1.7172 -0.5504
B -4.8697 1.5002 0.8363
N -5.2800 0.1719 1.2291
O -4.7268 2.5395 1.6949
C -1.3008 1.5112 -0.5952
P -1.3259 2.0099 1.2025
O -1.6355 0.6198 2.0111
Br 0.8478 2.3975 1.5200
C -0.1944 0.8784 -1.1379
N -0.1434 0.5295 -2.4175
C 1.0949 -0.1559 -2.8669
O 1.8041 0.7688 -3.5984
C 3.0258 0.3138 -4.1111
C 3.2182 -0.9893 -4.5345
C 4.4444 -1.4139 -5.0479
C 4.6532 -2.8387 -5.4820
C 5.4628 -0.4698 -5.1310
C 5.2540 0.8400 -4.7097
C 4.0412 1.2779 -4.1926
C 3.7822 2.6949 -3.7171
C 2.7714 3.4413 -4.5803
C 5.0720 3.5173 -3.5844
C -1.1755 0.7895 -3.2686
S -1.1157 0.3124 -5.0198
O 0.0892 -0.3599 -5.3785
O -1.4767 1.4011 -5.8566
C -2.4684 -0.9971 -5.1279
F -1.9584 -2.0250 -5.7626
F -2.8304 -1.3823 -3.9061
F -3.4899 -0.5213 -5.7962
H -4.9679 0.2148 -2.7062
H -5.4614 0.7188 -4.3549
H -5.6764 1.7877 -3.0012
H -4.2484 2.6977 -5.2262
H -4.5240 -0.4996 1.2564
H -5.6939 0.1926 2.1545
H -4.4064 2.2486 2.5535
H -1.8636 -0.1301 1.4470
H 0.6553 0.6550 -0.5121
H 1.6707 -0.4921 -2.0035
H 0.7905 -1.0361 -3.4246
H 2.4244 -1.7205 -4.4773
H 4.2095 -3.0329 -6.4520
H 5.7194 -3.0382 -5.4907
H 4.2237 -3.4953 -4.7287
H 6.4098 -0.7913 -5.5374
H 6.0799 1.5279 -4.7897
H 3.3745 2.6260 -2.7072
H 1.8267 2.9218 -4.6953
H 2.5466 4.3857 -4.0836
H 3.1748 3.7053 -5.5536
H 5.4109 3.8791 -4.5501
H 4.8810 4.3451 -2.9100
H 5.8385 2.8956 -3.1326
C 4.7011 -0.7267 6.4536
O 3.7167 -1.4164 5.6721
C 2.8774 -0.6242 5.0223
O 2.8736 0.5789 5.0320
O 2.0194 -1.3919 4.3377
C 1.0590 -0.6454 3.6004
H 5.3163 -1.4878 6.9247
H 5.3274 -0.1053 5.8170
H 4.2240 -0.1225 7.2221
H 1.5480 -0.0114 2.8633
H 0.4439 -0.0402 4.2649
H 0.4234 -1.3646 3.0879
C -11.2488 0.5518 3.8385
O -10.7306 1.8379 3.4867
C -9.9324 1.8380 2.4248
O -9.6209 0.8768 1.7698
O -9.5251 3.0897 2.2097
C -8.6655 3.2355 1.0823
H -11.8760 0.7016 4.7118
H -11.8496 0.1454 3.0277
H -10.4404 -0.1329 4.0875
H -9.1746 2.9422 0.1660
H -7.7582 2.6476 1.2132
H -8.4005 4.2867 1.0171
C 8.4466 -5.7820 8.8695
O 7.4699 -6.4767 8.0898
C 6.6255 -5.6855 7.4345
O 6.6269 -4.4817 7.4514
O 5.7768 -6.4557 6.7554
C 4.8060 -5.7322 5.9998
H 9.0597 -6.5426 9.3430
H 9.0718 -5.1579 8.2342
H 7.9663 -5.1768 9.6358
H 5.2885 -5.1063 5.2511
H 4.1838 -5.1237 6.6535
H 4.1837 -6.4692 5.5005
*
```

## Properties
LUMO level (eV): -5.05
Energy above the lowest of the compared OMol25 structures with the same formula, charge and spin (kJ/mol): 0.00
Energy (eV): -167174.437

(4)
Entry from the Open Molecules 2025 dataset: a molecular structure, C28H42BrN3P2Pd in a non-equilibrium geometry (ωB97M-V with the def2-TZVPD basis set).

Geometry as ORCA input:
```
! RIJCOSX wB97M-V def2-TZVPD def2/J DEFGRID3
* xyz 0 1
C 3.3753 5.3538 -0.8724
C 2.1887 4.9252 -1.4896
C 2.2339 4.4288 -2.8121
C 3.4918 4.3374 -3.4368
N 4.6020 4.7375 -2.8204
C 4.5801 5.2231 -1.5771
C 0.9676 4.9002 -0.7281
C 0.0101 4.6060 -0.0268
C -0.9457 3.8886 0.7778
C -0.7617 3.7484 2.1779
C -1.0556 2.5031 2.7482
C -1.5720 1.5381 1.8752
C -2.2194 1.8507 0.6716
C -1.9160 3.1117 0.1358
Pd -1.2318 -0.4439 2.2951
P 0.6281 -0.3359 0.9492
H 1.3321 4.1015 -3.3311
H 3.3687 5.7446 0.1444
H 3.5799 3.9369 -4.4573
H 5.5303 5.5198 -1.1158
H -2.3766 3.4598 -0.7949
H -0.3185 4.5681 2.7380
H -2.8910 1.1409 0.2206
H -0.8675 2.1968 3.7663
C 1.4035 -1.9817 0.8628
C 2.6197 -2.1233 -0.0653
H 0.5899 -2.6828 0.5797
H 1.6608 -2.2295 1.9109
H 3.0193 -3.1327 0.0482
H 2.3479 -1.9921 -1.1159
H 3.4189 -1.4279 0.2048
C 0.5768 0.3857 -0.7354
C 1.9370 0.8636 -1.2446
H -0.1277 1.2260 -0.6885
H 0.1257 -0.3782 -1.3857
H 1.8419 1.1818 -2.2904
H 2.2995 1.7369 -0.6760
H 2.7048 0.0747 -1.2137
C 1.6165 0.8613 1.8880
C 3.1005 0.5560 1.8725
H 1.2088 0.8682 2.9061
H 1.3654 1.8331 1.4494
H 3.6099 1.2733 2.5206
H 3.3077 -0.4496 2.2550
H 3.5324 0.6632 0.8724
Br -2.3629 -2.7649 2.2669
P -2.0944 -2.2829 -1.2292
C -0.8769 -2.8417 -2.4516
C -1.2948 -4.1179 -3.1695
H 0.0610 -3.0059 -1.8806
H -0.6762 -2.0176 -3.1556
H -0.4720 -4.4437 -3.8159
H -1.5049 -4.9248 -2.4586
H -2.1824 -3.9540 -3.7951
C -3.3317 -3.5916 -0.8799
C -4.6878 -3.5489 -1.5727
H -3.4581 -3.5298 0.2240
H -2.8553 -4.5557 -1.0825
H -5.3071 -4.3428 -1.1414
H -5.2261 -2.6004 -1.4544
H -4.6131 -3.7626 -2.6458
C -3.0127 -0.8590 -1.9311
C -3.3439 -1.0102 -3.4105
H -2.3913 0.0430 -1.7566
H -3.9291 -0.7442 -1.3267
H -3.8122 -0.0796 -3.7508
H -2.4509 -1.1795 -4.0217
H -4.0562 -1.8270 -3.5868
N 0.1410 -2.7474 3.9800
C 0.5972 -2.9435 5.2558
C 0.5966 -1.7073 5.8917
C 0.0424 -0.7983 4.9711
N -0.1785 -1.4160 3.8138
H -0.5470 -3.3989 3.4928
H 0.8394 -3.9302 5.6192
H 0.8575 -1.4832 6.9027
H -0.3615 0.1991 5.1063
*
```

## Properties
LUMO level (eV): -0.52
Energy above the lowest of the compared OMol25 structures with the same formula, charge and spin (kJ/mol): 143.91
Energy (eV): -126283.563

(5)
Entry from the Open Molecules 2025 dataset: C28H42N4O2 in the gas phase in a non-equilibrium geometry (ωB97M-V with the def2-TZVPD basis set).

Geometry as ORCA input:
```
! RIJCOSX wB97M-V def2-TZVPD def2/J DEFGRID3
* xyz 0 1
C -6.1094 -1.5891 1.9049
C -6.7220 -1.6083 0.5443
C -7.6914 -2.5512 0.2303
C -8.2818 -2.5997 -1.0199
C -7.9058 -1.6899 -1.9945
C -6.9450 -0.7430 -1.7076
C -6.3450 -0.6884 -0.4471
C -5.3442 0.3302 -0.2094
N -4.6676 0.5602 0.8813
C -3.8566 1.6224 0.6033
C -2.9225 2.1981 1.6130
N -1.6174 2.4569 1.0292
C -0.9406 1.2274 0.6635
C 0.3261 1.5424 -0.1237
C 1.2686 2.4008 0.7251
C 2.5006 2.7728 -0.0973
O 2.6365 3.8418 -0.6557
N 3.4323 1.7968 -0.1278
C 4.6175 1.8581 -0.9468
C 4.4608 1.1089 -2.2800
C 3.6599 -0.1931 -2.1392
N 3.9533 -0.9081 -0.9070
C 5.2650 -1.5318 -0.9200
C 5.6127 -2.0637 0.4708
C 7.0065 -2.6824 0.4806
C 4.5515 -3.0749 0.9021
C 3.1627 -2.4433 0.8245
C 2.0715 -3.4418 1.1962
C 2.9399 -1.8977 -0.5868
C 0.5100 3.6467 1.1737
C -0.7753 3.2596 1.8965
C -4.0729 2.0088 -0.6905
C -3.4744 3.0793 -1.5215
O -5.0187 1.1864 -1.2085
H -6.2759 -0.6241 2.3784
H -5.0315 -1.7166 1.8340
H -6.5284 -2.3763 2.5270
H -7.9903 -3.2644 0.9856
H -9.0336 -3.3453 -1.2334
H -8.3609 -1.7195 -2.9733
H -6.6448 -0.0286 -2.4592
H -2.8734 1.5063 2.4712
H -3.3256 3.1519 1.9701
H -1.6206 0.6313 0.0501
H -0.6805 0.6317 1.5598
H 0.0579 2.0946 -1.0257
H 0.8126 0.6101 -0.4184
H 1.5868 1.8252 1.6020
H 3.2261 0.8746 0.2284
H 5.4408 1.4261 -0.3725
H 4.8273 2.9122 -1.1391
H 3.9341 1.7438 -2.9935
H 5.4543 0.9111 -2.6842
H 3.8328 -0.8231 -3.0294
H 2.5964 0.0601 -2.1214
H 6.0042 -0.7879 -1.2204
H 5.3029 -2.3619 -1.6499
H 5.5918 -1.2191 1.1682
H 7.7555 -1.9475 0.1946
H 7.0583 -3.5146 -0.2186
H 7.2501 -3.0538 1.4731
H 4.7509 -3.4174 1.9195
H 4.5902 -3.9449 0.2416
H 3.1265 -1.5996 1.5230
H 2.2315 -3.8216 2.2024
H 1.0908 -2.9727 1.1567
H 2.0759 -4.2841 0.5073
H 1.9550 -1.4241 -0.6428
H 2.9488 -2.7357 -1.3077
H 0.2726 4.2445 0.2934
H 1.1364 4.2503 1.8320
H -1.3269 4.1630 2.1691
H -0.5263 2.7178 2.8289
H -3.1829 2.6843 -2.4933
H -2.6023 3.4683 -1.0043
H -4.1911 3.8842 -1.6851
*
```

## Properties
SMILES: Cc1ccccc1-c1nc(CN2CCC(C(=O)NCCCN3C[C@H](C)C[C@H](C)C3)CC2)c(C)o1
LUMO level (eV): 0.70
Energy above the lowest of the compared OMol25 structures with the same formula, charge and spin (kJ/mol): 2.22
Energy (eV): -39774.793

(6)
Entry from the Open Molecules 2025 dataset: a molecular structure, C28H43BN6OPdS3 in a non-equilibrium geometry (ωB97M-V with the def2-TZVPD basis set).

Geometry as ORCA input:
```
! RIJCOSX wB97M-V def2-TZVPD def2/J DEFGRID3
* xyz 2 1
Pd 0.4051 -3.5178 0.4705
C 5.1285 -2.3063 -0.8414
C 4.0057 -1.3309 -0.6987
C 4.1950 0.0222 -0.6595
C 3.0914 0.8917 -0.5455
N 1.8858 0.4134 -0.3012
N 1.6915 -0.9011 -0.2792
B 0.2944 -1.4459 0.2021
N -0.8915 -1.1997 -0.7644
N -0.8159 -0.1802 -1.6092
C -1.8486 0.1102 -2.3656
C -3.0479 -0.6274 -2.2598
C -3.1346 -1.6931 -1.4049
C -4.3549 -2.5433 -1.2848
C -1.9765 -1.9929 -0.6557
S -1.9209 -3.3948 0.3460
C -1.6807 1.2740 -3.3286
C -1.5479 2.5553 -2.4859
C -2.8771 1.4158 -4.2703
C -0.4231 1.0160 -4.1764
N -0.0938 -0.8766 1.6111
N -0.7504 0.2761 1.5919
C -1.2236 0.7757 2.7097
C -1.0701 0.0703 3.9254
C -0.3696 -1.1051 3.9614
C -0.1888 -1.9168 5.2011
C 0.1516 -1.5673 2.7308
S 1.0759 -3.0200 2.6733
C -1.9605 2.1006 2.6205
C -3.1185 1.9619 1.6209
C -2.5026 2.5542 3.9763
C -0.9652 3.1472 2.1040
C 2.6731 -1.7853 -0.5613
S 2.3136 -3.4621 -0.7657
C 3.2583 2.3944 -0.6962
C 4.7119 2.7862 -0.9644
C 2.4032 2.8252 -1.8978
C 2.7686 3.0969 0.5723
H 6.0730 -1.7916 -1.0006
H 5.2082 -2.9164 0.0602
H 4.9583 -2.9827 -1.6784
H 5.1941 0.4310 -0.7110
H -3.8972 -0.3619 -2.8733
H -5.1264 -2.2129 -1.9760
H -4.1190 -3.5864 -1.5036
H -4.7554 -2.5086 -0.2698
H -2.5045 2.7994 -2.0189
H -0.8054 2.4339 -1.6979
H -1.2587 3.3921 -3.1222
H -3.7944 1.6659 -3.7339
H -2.6790 2.2264 -4.9705
H -3.0370 0.5077 -4.8551
H 0.4359 0.7963 -3.5482
H -0.5918 0.1650 -4.8399
H -0.1995 1.8874 -4.7918
H -1.5436 0.4401 4.8233
H -0.6438 -1.4324 6.0610
H -0.6396 -2.9038 5.0742
H 0.8718 -2.0731 5.4121
H -3.8455 1.2263 1.9717
H -3.6273 2.9207 1.5225
H -2.7508 1.6559 0.6408
H -3.2507 1.8655 4.3740
H -1.7049 2.6863 4.7099
H -2.9865 3.5213 3.8475
H -0.6210 2.8661 1.1125
H -1.4481 4.1227 2.0459
H -0.1034 3.2340 2.7697
H 5.1021 2.3089 -1.8656
H 4.7552 3.8625 -1.1253
H 5.3624 2.5580 -0.1177
H 2.7590 2.3444 -2.8118
H 1.3638 2.5551 -1.7347
H 2.4738 3.9046 -2.0336
H 3.3534 2.7869 1.4409
H 2.8725 4.1758 0.4587
H 1.7247 2.8612 0.7493
C -0.2847 -6.8385 0.2725
O 0.6184 -5.8655 0.8391
H -0.6323 -7.5300 1.0389
H 0.1981 -7.3918 -0.5323
H -1.1375 -6.2941 -0.1246
H 1.3720 -6.3325 1.2113
*
```

## Properties
LUMO level (eV): -8.60
Energy (eV): -77372.417